Version 1
DFT (wB97M-V/def2-TZVPD) results for one molecule with the formula C4H7P.

Its total charge is 0. The spin multiplicity is 1. For the frontier orbital gap (spin up / spin down), the calculation gives 8.352 / 8.346 eV. As for the HOMO energy (spin up / spin down): -8.1 / -8.1 eV.

Geometry (Å):
C  -0.822  -0.245  1.187
C  -0.681  -0.236  -0.293
C  -0.194  -0.373  -1.900
C  0.364  -0.451  2.020
P  0.140  1.222  -2.599
H  -1.924  -0.190  1.443
H  -0.505  -1.349  -2.342
H  0.482  0.252  2.752
H  1.205  -0.210  1.377
H  0.440  -1.471  2.293
H  1.489  1.240  -2.570
H  0.006  1.811  -1.367

Version 2
DFT (wB97M-V/def2-TZVPD) results for a 2-piece molecular cluster, C4H7P overall.

Its total charge is 0. The spin multiplicity is 1. For the frontier orbital gap, the calculation gives 10.285 eV. As for the HOMO energy: -9.7 eV.

Geometry (Å):
C  -1.678  2.556  -0.919
C  0.777  -0.965  0.197
C  -0.590  -0.407  -0.320
C  0.609  0.491  0.053
P  -0.433  3.294  -1.480
H  1.041  1.190  0.869
H  0.714  -1.489  1.128
H  1.449  -1.381  -0.518
H  -0.837  -0.440  -1.367
H  -1.426  -0.491  0.315
H  1.157  0.748  -0.838
H  -2.511  1.946  -0.719

Most stable pick: version 2. Distance to second place: 218.3 kJ/mol.

Version 1
DFT (wB97M-V/def2-TZVPD) results for a 2-piece molecular cluster, C2H8NO3 overall.

Its total charge is +1. The spin multiplicity is 1. For the frontier orbital gap, the calculation gives 11.467 eV. As for the HOMO energy: -15.2 eV.

Geometry (Å):
O  -0.160  1.200  0.275
C  0.109  0.035  0.344
O  1.249  -0.564  0.288
C  -1.041  -0.973  0.548
N  -2.212  -0.416  -0.208
H  2.048  0.003  0.125
H  -1.298  -0.885  1.600
H  -0.791  -1.994  0.330
H  -2.404  0.515  0.158
H  -3.049  -0.981  -0.053
H  -1.942  -0.371  -1.185
H  2.662  2.101  -0.676
H  3.897  1.156  -0.778
O  2.934  1.174  -0.768

Version 2
DFT (wB97M-V/def2-TZVPD) results for a 2-piece molecular cluster, C2H8NO3 overall.

Its total charge is +1. The spin multiplicity is 1. For the frontier orbital gap, the calculation gives 9.411 eV. As for the HOMO energy: -13.4 eV.

Geometry (Å):
O  0.768  2.588  -1.356
C  -0.062  1.756  -1.159
O  -1.363  1.898  -0.967
C  0.238  0.275  -1.029
N  1.731  0.032  -1.180
H  -1.622  2.787  -1.152
H  0.016  0.015  0.005
H  -0.255  -0.339  -1.719
H  2.098  0.563  -1.966
H  2.240  0.273  -0.336
H  1.827  -0.975  -1.262
H  -2.039  -4.847  4.947
H  -1.013  -5.898  5.124
O  -1.236  -5.173  4.524

Most stable pick: version 1. Distance to second place: 54.7 kJ/mol.

Version 1
DFT (wB97M-V/def2-TZVPD) results for one molecule with the formula C5H6N4.

Its total charge is 0. The spin multiplicity is 1. For the frontier orbital gap, the calculation gives 9.686 eV. As for the HOMO energy: -9.6 eV.

Geometry (Å):
C  -2.219  -0.037  -0.545
C  -0.935  0.289  0.198
C  1.910  0.935  0.206
C  1.950  -0.305  -0.657
C  -0.346  -0.811  1.052
H  -2.092  -0.822  -1.298
H  -2.636  0.900  -0.927
H  -2.914  -0.406  0.223
H  2.856  1.417  0.518
H  2.606  -0.365  -1.537
H  -0.626  -0.858  2.112
N  -0.308  1.362  -0.084
N  0.883  1.633  0.542
N  1.270  -1.389  -0.497
N  0.602  -1.544  0.694

Version 2
DFT (wB97M-V/def2-TZVPD) results for one molecule with the formula C5H6N4.

Its total charge is 0. The spin multiplicity is 1. For the frontier orbital gap, the calculation gives 9.390 eV. As for the HOMO energy: -9.4 eV.

Geometry (Å):
C  1.704  -1.558  1.052
C  2.311  -0.372  0.633
C  -2.239  -0.827  -0.192
C  -0.645  2.266  -1.010
C  -1.381  0.149  -0.392
N  0.421  -1.499  0.711
N  1.379  0.378  0.049
N  -1.519  1.364  -0.875
N  0.291  -0.344  0.120
H  2.114  -2.408  1.558
H  3.325  -0.045  0.723
H  -1.916  -1.762  0.227
H  -3.279  -0.692  -0.441
H  -0.963  3.208  -1.435
H  0.397  2.142  -0.729

Version 3
DFT (wB97M-V/def2-TZVPD) results for C5H6N4 as an isolated structure.

Its total charge is 0. The spin multiplicity is 1. For the frontier orbital gap, the calculation gives 10.069 eV. As for the HOMO energy: -9.6 eV.

Geometry (Å):
C  -2.628  0.554  -0.119
C  0.126  -1.473  -0.423
C  1.663  -0.545  0.396
C  0.341  0.349  0.927
C  0.613  1.571  0.117
H  -3.464  0.826  -0.778
H  -2.469  1.165  0.871
H  -0.425  -2.281  -1.144
H  2.337  0.278  -0.046
H  2.049  -1.044  1.260
H  0.061  0.796  1.788
N  -1.800  -0.506  -0.234
N  -0.626  -0.646  0.525
N  1.358  -1.441  -0.558
N  1.243  2.240  -0.781

Version 4
DFT (wB97M-V/def2-TZVPD) results for one molecule with the formula C5H6N4.

Its total charge is 0. The spin multiplicity is 1. For the frontier orbital gap, the calculation gives 8.488 eV. As for the HOMO energy: -8.2 eV.

Geometry (Å):
C  -2.461  0.508  0.191
C  -1.346  1.312  -0.225
C  -0.747  -0.769  0.057
C  1.304  -1.618  -0.127
C  1.790  -0.252  0.259
N  -2.088  -0.759  0.191
N  0.040  -1.836  -0.178
N  -0.284  0.482  -0.205
N  1.011  0.728  -0.633
H  -3.506  0.786  0.173
H  -1.223  2.325  -0.235
H  2.085  -2.469  -0.404
H  1.362  0.084  1.288
H  2.831  -0.181  0.284
H  1.232  1.658  -0.434

Most stable pick: version 4. Distance to second place: 60.5 kJ/mol.

Version 1
DFT (wB97M-V/def2-TZVPD) results for one molecule with the formula C7H9NO2.

Its total charge is 0. The spin multiplicity is 1. For the frontier orbital gap, the calculation gives 8.664 eV. As for the HOMO energy: -9.5 eV.

Geometry (Å):
C  -1.201  1.709  0.629
C  -0.010  1.994  -0.191
C  -1.434  0.389  0.808
C  0.508  0.802  -0.575
C  -0.348  -0.434  0.151
C  -0.681  -1.557  -0.722
C  0.641  -1.063  1.193
N  1.694  0.652  -1.254
O  2.041  1.576  -2.003
O  2.328  -0.401  -1.125
H  -1.803  2.622  1.079
H  0.454  2.942  -0.433
H  -2.327  0.047  1.323
H  -1.030  -2.450  -0.182
H  0.103  -1.758  -1.476
H  -1.473  -1.484  -1.467
H  1.577  -1.471  0.664
H  0.102  -1.876  1.703
H  0.859  -0.239  1.878

Version 2
DFT (wB97M-V/def2-TZVPD) results for one molecule with the formula C7H9NO2.

Its total charge is 0. The spin multiplicity is 1. For the frontier orbital gap, the calculation gives 9.705 eV. As for the HOMO energy: -9.0 eV.

Geometry (Å):
C  0.611  -0.179  -1.414
C  0.371  1.165  0.330
C  -1.173  -0.246  1.873
C  -0.340  0.064  0.751
C  1.215  -0.955  -2.527
C  0.749  2.407  1.044
C  -1.733  -1.643  1.812
N  -0.171  -0.722  -0.453
O  0.922  1.056  -0.879
O  -1.489  0.582  2.698
H  2.236  -1.238  -2.183
H  1.255  -0.308  -3.431
H  0.448  -1.591  -2.938
H  0.867  2.167  2.132
H  -0.133  3.091  1.020
H  1.496  3.019  0.610
H  -2.380  -1.904  2.665
H  -0.789  -2.136  1.698
H  -2.461  -1.799  0.979

Most stable pick: version 2. Distance to second place: 274.4 kJ/mol.

Version 1
DFT (wB97M-V/def2-TZVPD) results for one molecule with the formula C3H5NO2Si.

Its total charge is 0. The spin multiplicity is 1. For the frontier orbital gap, the calculation gives 9.709 eV. As for the HOMO energy: -10.2 eV.

Geometry (Å):
C  2.522  0.396  -0.290
C  0.324  0.495  -0.152
C  2.166  -0.510  0.936
N  1.328  0.809  -0.813
O  3.675  0.534  -0.645
O  0.805  -0.542  1.083
Si  -1.559  0.821  -0.215
H  2.636  -1.463  0.793
H  2.622  0.021  1.942
H  -1.692  1.533  -1.661
H  -1.620  1.689  0.911
H  -2.482  -0.444  -0.323

Version 2
DFT (wB97M-V/def2-TZVPD) results for one molecule with the formula C3H5NO2Si.

Its total charge is 0. The spin multiplicity is 1. For the frontier orbital gap, the calculation gives 9.780 eV. As for the HOMO energy: -8.9 eV.

Geometry (Å):
C  1.828  0.711  -0.609
C  2.322  -0.163  0.364
C  0.199  -0.354  0.275
N  0.468  0.577  -0.622
O  1.302  -0.796  0.922
O  -1.000  -0.838  0.609
Si  -2.322  -0.034  0.066
H  2.364  1.180  -1.472
H  3.252  -0.474  0.489
H  -2.654  -0.635  -1.378
H  -3.492  -0.522  1.052
H  -2.265  1.349  0.303

Most stable pick: version 2. Distance to second place: 166.6 kJ/mol.

Version 1
DFT (wB97M-V/def2-TZVPD) results for a 2-piece molecular cluster, C3H6FI overall.

Its total charge is 0. The spin multiplicity is 1. For the frontier orbital gap (spin up / spin down), the calculation gives 8.252 / 8.380 eV. As for the HOMO energy (spin up / spin down): -8.1 / -8.4 eV.

Geometry (Å):
C  -0.133  -0.791  1.295
C  -0.679  1.256  -1.258
C  0.591  -0.488  -0.029
F  0.547  -1.495  -0.859
I  2.600  0.429  0.059
H  -0.903  -1.678  1.031
H  0.672  -1.181  1.961
H  -0.504  0.204  1.675
H  -1.374  1.143  -0.440
H  -0.906  0.619  -2.029
H  0.090  1.983  -1.407

Version 2
DFT (wB97M-V/def2-TZVPD) results for a 2-piece molecular cluster, C3H6FI overall.

Its total charge is 0. The spin multiplicity is 1. For the frontier orbital gap, the calculation gives 9.981 eV. As for the HOMO energy: -9.6 eV.

Geometry (Å):
C  -0.310  0.322  -1.014
C  0.360  1.072  1.296
C  0.571  0.403  -0.008
F  0.875  -2.984  1.732
I  2.423  -0.625  -0.228
H  -1.281  0.858  -0.857
H  1.159  -2.181  1.359
H  -0.199  -0.358  -1.907
H  0.896  2.065  1.410
H  0.727  0.468  2.217
H  -0.720  1.365  1.325

Most stable pick: version 2. Distance to second place: 296.0 kJ/mol.

Version 1
DFT (wB97M-V/def2-TZVPD) results for one molecule with the formula C7H12N2O2.

Its total charge is 0. The spin multiplicity is 1. For the frontier orbital gap, the calculation gives 9.401 eV. As for the HOMO energy: -8.8 eV.

Geometry (Å):
C  -0.791  -2.416  1.235
C  -0.380  -0.974  1.031
C  1.045  -0.713  0.308
C  1.692  0.662  0.693
C  0.669  1.680  1.344
C  -1.276  0.122  0.305
C  -0.701  0.427  -0.991
H  -1.799  -2.633  1.752
H  -0.980  -2.786  0.152
H  -0.263  -3.214  1.810
H  -0.263  -0.419  2.052
H  1.529  -1.670  0.371
H  2.332  1.104  -0.110
H  2.478  0.696  1.679
H  0.760  2.802  0.866
H  0.651  1.621  2.525
H  -1.526  1.676  1.860
H  -2.479  0.065  0.285
H  0.918  -0.242  -3.047
N  -0.874  1.664  0.924
N  0.398  -0.628  -1.162
O  -1.307  0.892  -1.842
O  1.361  -0.514  -2.168

Version 2
DFT (wB97M-V/def2-TZVPD) results for a 2-piece molecular cluster, C7H12N2O2 overall.

Its total charge is 0. The spin multiplicity is 1. For the frontier orbital gap, the calculation gives 8.953 eV. As for the HOMO energy: -8.2 eV.

Geometry (Å):
C  -2.069  -1.043  0.972
C  -3.316  0.283  -0.485
C  -4.622  1.012  -0.659
C  2.911  0.845  0.419
C  2.390  -0.554  0.614
C  2.976  -1.319  -0.566
C  3.759  -0.485  -1.261
H  -1.249  -0.312  0.877
H  -2.119  -1.430  1.996
H  -1.889  -1.857  0.265
H  -4.475  1.838  -1.363
H  -5.391  0.318  -1.044
H  -4.973  1.389  0.300
H  1.954  1.717  1.764
H  2.774  -0.955  1.553
H  1.283  -0.541  0.669
H  2.852  -2.416  -0.647
H  4.350  -0.614  -2.153
H  4.123  1.590  -1.098
N  2.621  1.931  1.027
N  3.846  0.763  -0.602
O  -3.337  -0.424  0.677
O  -2.398  0.263  -1.255

Most stable pick: version 2. Distance to second place: 562.9 kJ/mol.

Version 1
DFT (wB97M-V/def2-TZVPD) results for a 2-piece molecular cluster, C10H17N overall.

Its total charge is 0. The spin multiplicity is 1. For the frontier orbital gap, the calculation gives 9.178 eV. As for the HOMO energy: -8.4 eV.

Geometry (Å):
C  -1.290  1.779  -1.228
C  -2.016  0.613  -0.968
C  -2.407  0.409  0.378
C  -1.792  1.094  1.337
C  -0.798  2.020  0.871
C  1.008  -0.804  -0.008
C  1.480  -1.563  1.089
C  -0.396  -1.147  -0.531
C  1.786  -1.287  -1.213
C  1.179  0.671  0.481
H  -0.987  2.088  -2.227
H  -2.268  -0.212  -1.722
H  -2.987  -0.620  0.561
H  -1.695  1.142  2.531
H  -0.251  2.550  1.608
H  0.947  -1.407  2.134
H  1.607  -2.616  1.073
H  2.368  -1.031  1.293
H  -0.309  -0.786  -1.676
H  -0.608  -2.187  -0.410
H  -1.358  -0.645  -0.024
H  1.569  -0.632  -2.114
H  1.622  -2.374  -1.355
H  2.801  -0.943  -0.951
H  2.243  0.973  0.686
H  0.854  1.448  -0.390
H  0.377  0.982  1.119
N  -0.679  2.491  -0.342

Version 2
DFT (wB97M-V/def2-TZVPD) results for a 2-piece molecular cluster, C10H17N overall.

Its total charge is 0. The spin multiplicity is 1. For the frontier orbital gap, the calculation gives 9.715 eV. As for the HOMO energy: -8.9 eV.

Geometry (Å):
C  2.762  -1.465  -1.782
C  1.634  -1.879  -0.897
C  1.374  -0.884  0.200
C  0.230  -1.384  1.099
C  -0.203  -0.171  1.946
C  -2.205  0.310  -0.669
C  -3.067  1.449  -0.622
C  -2.600  2.642  -0.028
C  -1.231  2.742  0.293
C  -0.429  1.629  0.036
H  2.489  -0.448  -2.116
H  3.604  -1.378  -1.065
H  3.143  -2.243  -2.580
H  2.195  -2.710  -0.396
H  0.776  -2.162  -1.492
H  2.267  -0.551  0.679
H  1.046  0.058  -0.124
H  0.553  -2.086  1.914
H  -0.505  -1.976  0.318
H  -0.344  0.723  1.290
H  -1.136  -0.215  2.501
H  0.570  0.087  2.548
H  -2.457  -0.692  -1.132
H  -4.128  1.300  -0.834
H  -3.171  3.506  0.191
H  -0.875  3.636  0.765
H  0.645  1.696  0.319
N  -0.937  0.464  -0.361

Most stable pick: version 2. Distance to second place: 312.5 kJ/mol.